Record 1
{"formula": "C46H47F4MoN8O6S2Si2", "method": "the ωB97M-V functional and the def2-TZVPD basis", "symbols": ["Mo", "C", "Si", "C", "C", "N", "C", "C", "C", "C", "C", "C", "N", "Si", "C", "C", "C", "H", "H", "H", "H", "H", "H", "H", "H", "H", "H", "H", "H", "H", "H", "H", "H", "H", "H", "H", "H", "H", "H", "O", "S", "C", "C", "C", "C", "C", "C", "C", "C", "C", "C", "C", "C", "C", "C", "H", "H", "H", "H", "H", "H", "H", "H", "H", "H", "H", "H", "H", "H", "N", "C", "C", "O", "O", "H", "H", "H", "H", "H", "N", "C", "C", "C", "C", "C", "C", "S", "O", "O", "O", "H", "H", "H", "H", "H", "H", "F", "C", "C", "F", "C", "C", "C", "F", "C", "C", "C", "N", "C", "N", "F", "C", "C", "N", "C", "N"], "positions_angstrom": [[0.61, 0.06, -0.37], [-1.23, 2.93, 2.17], [0.12, 1.83, 2.76], [1.44, 2.81, 3.63], [-0.47, 0.28, 3.63], [0.98, 1.04, 1.24], [2.22, 0.51, 1.32], [2.81, 0.05, 2.54], [4.01, -0.59, 2.52], [4.68, -0.86, 1.28], [4.12, -0.51, 0.10], [2.88, 0.20, 0.06], [2.29, 0.67, -1.08], [3.31, 1.00, -2.61], [3.72, -0.72, -3.24], [2.28, 1.91, -3.86], [4.74, 2.02, -2.03], [-2.04, 2.90, 2.90], [-1.64, 2.68, 1.19], [-0.89, 3.97, 2.13], [1.01, 3.78, 3.88], [2.31, 3.01, 3.01], [1.78, 2.34, 4.56], [-1.42, 0.49, 4.13], [0.22, -0.07, 4.39], [-0.63, -0.54, 2.93], [2.31, 0.25, 3.47], [4.47, -0.89, 3.45], [5.65, -1.33, 1.30], [4.64, -0.71, -0.83], [3.28, -1.51, -2.63], [4.79, -0.88, -3.27], [3.35, -0.82, -4.26], [1.46, 1.33, -4.30], [2.97, 2.10, -4.69], [1.93, 2.89, -3.54], [5.57, 1.43, -1.65], [4.46, 2.74, -1.26], [5.12, 2.59, -2.88], [-1.32, 0.06, -0.04], [-2.68, 0.48, 0.65], [-3.65, 1.21, -0.67], [-4.88, 1.86, -0.10], [-6.14, 1.38, -0.41], [-7.26, 2.02, 0.10], [-7.12, 3.14, 0.91], [-5.85, 3.62, 1.21], [-4.73, 2.99, 0.71], [-3.47, -1.13, 0.84], [-4.87, -0.95, 1.36], [-5.90, -1.65, 0.75], [-7.20, -1.53, 1.23], [-7.46, -0.70, 2.31], [-6.42, 0.00, 2.92], [-5.13, -0.13, 2.46], [-3.85, 0.43, -1.41], [-2.97, 1.96, -1.07], [-6.26, 0.50, -1.03], [-8.25, 1.65, -0.14], [-7.99, 3.64, 1.29], [-5.74, 4.50, 1.83], [-3.75, 3.38, 0.93], [-2.80, -1.66, 1.53], [-3.44, -1.60, -0.14], [-5.70, -2.29, -0.10], [-8.00, -2.08, 0.76], [-8.47, -0.60, 2.68], [-6.63, 0.65, 3.76], [-4.33, 0.40, 2.95], [1.73, -5.12, 0.83], [1.06, -3.91, 1.40], [1.29, -2.71, 0.47], [2.14, -2.76, -0.40], [0.52, -1.71, 0.74], [1.57, -5.94, 1.41], [2.73, -4.96, 0.73], [1.33, -5.32, -0.16], [1.49, -3.70, 2.38], [0.00, -4.13, 1.52], [-0.02, 1.66, -1.76], [0.00, 2.99, -1.13], [1.14, 3.42, -0.48], [1.08, 4.57, 0.29], [-0.12, 5.25, 0.42], [-1.21, 4.91, -0.36], [-1.15, 3.77, -1.16], [-0.29, 6.29, 1.86], [-1.44, 7.10, 1.53], [-0.53, 5.16, 2.77], [1.00, 6.90, 1.95], [-0.96, 1.47, -2.13], [0.61, 1.64, -2.56], [2.06, 2.84, -0.50], [1.93, 4.91, 0.87], [-2.11, 5.50, -0.29], [-2.01, 3.48, -1.75], [1.09, -5.56, -4.94], [0.96, -4.43, -5.63], [1.11, -4.44, -6.98], [1.37, -5.58, -7.58], [0.97, -3.24, -7.79], [0.70, -2.03, -7.04], [0.58, -2.04, -5.69], [0.33, -0.89, -5.03], [0.68, -3.23, -4.91], [0.51, -3.23, -3.53], [0.31, -2.09, -2.74], [0.23, -1.23, -1.97], [0.56, -4.38, -2.68], [0.67, -5.18, -1.87], [0.57, -0.88, -7.67], [1.07, -3.26, -9.16], [0.88, -2.10, -9.97], [0.71, -1.20, -10.67], [1.36, -4.43, -9.91], [1.64, -5.34, -10.55]], "mulliken_charge": [-1.230, 0.977, 0.506, -1.343, -1.211, 1.636, 0.930, -1.020, -1.180, -1.055, -1.342, 1.592, 1.052, 0.479, -1.112, -1.197, -1.141, 0.777, -1.128, -0.691, 0.524, 0.307, 0.524, 0.503, 0.492, 0.044, 0.360, 0.542, 0.530, 0.497, 0.140, 0.489, 0.442, 0.330, 0.516, 0.379, 0.380, 0.374, 0.494, -0.361, 0.532, 0.040, 0.160, -0.478, -0.731, -0.598, -1.055, -0.031, -0.933, 0.347, -0.570, -0.738, -0.536, -0.849, 0.069, 0.772, -0.758, 0.469, 0.476, 0.456, 0.528, 0.614, 0.539, 0.498, 0.421, 0.434, 0.457, 0.483, 0.428, -0.002, -1.069, 0.300, -0.469, -0.165, 0.445, 0.380, 0.322, 0.361, 0.370, 0.230, 0.452, -0.403, -0.718, -0.517, -0.471, -0.630, 1.246, -0.688, -0.527, -0.691, 0.639, -0.559, 0.424, 0.665, 0.608, 0.874, -0.305, -0.181, 0.389, -0.242, -0.006, 0.214, 0.208, -0.237, 1.020, -0.048, 1.051, -0.497, -0.351, -0.754, -0.266, 1.452, -0.248, -0.313, -0.250, -0.288], "largest_force_ev_per_a": 3.06, "lumo_ev": -10.81, "de_lowest_ev": 2.1055, "homo_energy_ev": -14.167, "charge": 3, "total_energy_ha": -4512.6078}

Record 2
{"formula": "C21H22O4S", "method": "the ωB97M-V functional and the def2-TZVPD basis", "symbols": ["O", "C", "O", "C", "C", "C", "C", "C", "C", "C", "O", "C", "C", "S", "C", "C", "C", "C", "C", "C", "C", "O", "C", "C", "C", "C", "H", "H", "H", "H", "H", "H", "H", "H", "H", "H", "H", "H", "H", "H", "H", "H", "H", "H", "H", "H", "H", "H"], "positions_angstrom": [[3.01, 0.73, -2.92], [2.87, -0.45, -2.62], [3.87, -1.12, -2.06], [1.50, -1.12, -2.90], [0.63, -0.94, -1.67], [1.04, -1.47, -0.40], [0.39, -1.15, 0.77], [-0.79, -0.40, 0.76], [-1.30, 0.04, -0.47], [-0.61, -0.21, -1.67], [-2.48, 0.73, -0.57], [-3.35, 0.78, 0.58], [-2.57, 1.02, 1.88], [-1.84, 2.68, 1.82], [-0.85, 2.74, 3.29], [-1.38, 2.53, 4.58], [-0.53, 2.59, 5.69], [0.85, 2.72, 5.51], [1.39, 2.87, 4.23], [0.53, 2.93, 3.10], [-1.52, -0.10, 2.03], [-2.26, -1.29, 2.41], [1.65, -2.62, -3.25], [0.49, -2.99, -4.11], [0.13, -1.72, -4.90], [0.92, -0.58, -4.26], [4.58, -0.46, -1.99], [1.96, -2.08, -0.30], [0.82, -1.48, 1.73], [-1.02, 0.10, -2.60], [-4.05, 1.58, 0.43], [-3.90, -0.16, 0.67], [-3.27, 1.01, 2.72], [-2.45, 2.37, 4.69], [-0.98, 2.53, 6.68], [1.48, 2.73, 6.40], [2.44, 2.98, 4.03], [0.95, 3.08, 2.12], [-0.79, 0.10, 2.80], [-1.86, -2.09, 2.07], [2.58, -2.77, -3.83], [1.70, -3.25, -2.36], [-0.35, -3.24, -3.43], [0.78, -3.78, -4.79], [-0.96, -1.54, -4.87], [0.45, -1.78, -5.96], [0.34, 0.32, -4.14], [1.74, -0.37, -4.91]], "mulliken_charge": [-0.643, -0.020, -0.430, 2.275, -0.200, -0.321, -1.117, 0.762, -0.815, -0.405, -0.504, -0.938, -0.290, -0.277, 0.293, -0.270, -0.496, -0.412, -0.547, -0.317, 0.058, -0.583, -0.948, -0.644, -0.491, -1.446, 0.362, 0.343, 0.407, 0.570, 0.489, 0.274, 0.529, 0.361, 0.360, 0.361, 0.401, 0.408, 0.378, 0.442, 0.455, 0.299, 0.294, 0.413, 0.223, 0.383, 0.555, 0.421], "largest_force_ev_per_a": 3.49, "lumo_ev": 0.59, "de_lowest_ev": 0.0000, "homo_energy_ev": -8.469, "total_energy_ha": -1512.5791}

Record 3
{"formula": "C32H58N4O15", "method": "the ωB97M-V functional and the def2-TZVPD basis", "symbols": ["C", "C", "C", "O", "C", "O", "O", "H", "H", "H", "H", "H", "H", "C", "O", "C", "O", "O", "C", "H", "H", "H", "H", "H", "H", "C", "O", "C", "O", "O", "C", "H", "H", "H", "H", "H", "H", "C", "O", "C", "O", "O", "C", "H", "H", "H", "H", "H", "H", "C", "O", "C", "O", "O", "C", "H", "H", "H", "H", "H", "H", "C", "C", "C", "C", "N", "H", "H", "H", "H", "H", "H", "H", "C", "C", "C", "C", "N", "H", "H", "H", "H", "H", "H", "H", "C", "C", "C", "C", "N", "H", "H", "H", "H", "H", "H", "H", "C", "C", "C", "C", "N", "H", "H", "H", "H", "H", "H", "H"], "positions_angstrom": [[-0.66, -4.61, 4.34], [-1.90, -4.15, 3.54], [-1.46, -3.09, 2.56], [-1.38, -3.66, 1.30], [-1.94, -4.85, 1.38], [-1.99, -5.55, 0.41], [-2.26, -5.15, 2.68], [-0.29, -3.86, 4.99], [0.07, -4.78, 3.65], [-0.94, -5.58, 4.80], [-2.81, -3.85, 4.09], [-0.46, -2.61, 2.86], [-2.15, -2.29, 2.42], [0.24, -1.52, -3.95], [-0.28, -0.51, -4.83], [0.41, 0.61, -4.93], [1.67, 0.83, -4.37], [-0.13, 1.52, -5.63], [0.45, 2.70, -5.90], [0.57, -1.06, -3.03], [0.99, -2.15, -4.43], [-0.53, -2.16, -3.63], [-0.26, 3.52, -6.11], [1.18, 2.69, -6.71], [0.96, 3.06, -5.05], [4.50, -2.77, -2.97], [3.13, -2.76, -3.06], [2.46, -3.59, -2.27], [3.08, -4.26, -1.26], [1.17, -3.71, -2.57], [0.35, -4.57, -1.81], [4.89, -2.08, -3.74], [4.95, -3.69, -3.26], [4.82, -2.32, -2.00], [0.13, -4.13, -0.80], [0.77, -5.54, -1.62], [-0.56, -4.79, -2.33], [4.46, 1.20, -2.68], [3.87, 1.02, -1.39], [3.80, 2.13, -0.61], [4.21, 3.40, -1.00], [3.26, 1.96, 0.53], [2.94, 3.02, 1.41], [3.94, 2.12, -3.12], [4.37, 0.33, -3.40], [5.50, 1.42, -2.67], [3.76, 3.32, 2.02], [2.08, 2.77, 2.05], [2.58, 3.86, 0.89], [-2.79, -2.83, -1.50], [-3.34, -1.97, -2.45], [-2.87, -0.68, -2.50], [-1.70, -0.28, -1.83], [-3.60, 0.07, -3.26], [-3.12, 1.33, -3.62], [-3.10, -3.85, -1.64], [-3.19, -2.57, -0.48], [-1.68, -2.69, -1.41], [-2.96, 1.86, -2.71], [-3.88, 1.90, -4.27], [-2.27, 1.32, -4.25], [-2.12, 2.32, 1.68], [-2.86, 2.90, 2.91], [-2.84, 4.45, 2.91], [-4.22, 4.80, 3.31], [-5.31, 5.07, 3.65], [-2.36, 1.29, 1.59], [-1.03, 2.47, 1.80], [-2.30, 2.86, 0.72], [-2.58, 2.47, 3.83], [-3.88, 2.55, 2.85], [-2.61, 4.81, 1.93], [-2.13, 4.90, 3.58], [0.45, 2.73, -2.33], [-0.52, 3.06, -1.22], [-1.35, 4.38, -1.36], [-2.04, 4.41, -2.69], [-2.57, 4.48, -3.70], [1.21, 3.40, -2.33], [-0.17, 2.76, -3.23], [0.83, 1.75, -2.22], [0.09, 3.08, -0.27], [-1.20, 2.16, -1.14], [-0.65, 5.21, -1.43], [-2.02, 4.66, -0.57], [-0.46, 0.23, 6.95], [-1.11, 0.40, 5.59], [-0.29, -0.12, 4.37], [0.98, 0.63, 4.10], [1.96, 1.26, 3.98], [-0.24, -0.81, 7.07], [-1.04, 0.57, 7.82], [0.50, 0.77, 7.09], [-1.29, 1.47, 5.45], [-2.06, -0.10, 5.47], [-1.01, -0.01, 3.64], [-0.04, -1.16, 4.44], [0.47, -0.22, 0.74], [1.45, -1.21, 0.11], [2.70, -1.47, 1.02], [2.38, -2.28, 2.21], [2.12, -2.87, 3.17], [-0.30, 0.12, 0.07], [0.93, 0.65, 1.16], [0.01, -0.78, 1.52], [1.73, -0.79, -0.87], [1.05, -2.16, -0.08], [3.18, -0.53, 1.41], [3.50, -1.98, 0.42]], "mulliken_charge": [-1.410, 0.666, 0.434, 0.055, 0.324, -0.543, -0.395, 0.311, 0.450, 0.384, 0.351, -0.940, 0.173, -0.766, -0.331, 0.695, -0.570, -0.333, -0.768, 0.282, 0.539, 0.264, 0.333, 0.336, 0.315, -0.746, -0.142, 0.765, -0.684, -0.138, -0.870, 0.239, 0.324, 0.277, 0.173, 0.456, 0.325, -0.682, -0.021, 0.632, -0.705, -0.077, -0.736, 0.259, 0.060, 0.399, 0.330, 0.094, 0.383, -0.250, -0.433, 0.197, 0.149, -0.344, -0.234, 0.422, 0.191, -0.112, 0.063, 0.254, 0.058, -0.627, -0.752, 0.041, 0.205, -0.460, 0.312, -0.030, 0.277, 0.221, 0.404, -0.078, 0.352, -0.803, 0.731, -0.237, 0.182, -0.539, 0.675, -0.276, -0.149, 0.131, -0.179, 0.464, 0.113, -1.402, -0.669, 1.362, 0.261, -0.606, 0.335, 0.404, 0.316, 0.164, 0.518, -0.296, -0.261, 1.919, 1.206, -0.077, -0.080, -0.603, -0.577, -0.180, -0.937, -0.499, -0.562, 0.212, 0.338], "largest_force_ev_per_a": 9.26, "lumo_ev": 0.05, "de_lowest_ev": 0.3223, "homo_energy_ev": -10.123, "total_energy_ha": -2601.5147}